No. 1
82
Properties=species:S:1:pos:R:3:forces:R:3:lowdin_spin:R:1 method="wB97M-V/def2-TZVPD" s2=2.0025 gap_ev="4.254 / 4.256" total_charge=-1 multiplicity=3 energy_ev=-172184.9424 e_homo_ev="-3.110 / -3.112"
Pr 0.434 1.287 0.323 0.1 -0.5 0.2 2.0276
C -3.533 2.712 -2.060 0.0 -0.2 1.0 0.0000
O -4.028 1.744 -1.034 0.8 0.2 -0.4 -0.0001
C -2.885 1.142 -0.657 0.3 -0.2 0.0 -0.0001
N -1.798 1.328 -1.291 -0.7 0.4 -0.3 -0.0006
C -2.142 2.179 -2.457 -0.1 0.0 -0.3 0.0002
C -2.133 1.437 -3.796 -0.2 1.0 0.4 0.0000
C -2.534 2.179 -4.906 0.4 -0.5 -0.1 0.0000
C -2.508 1.628 -6.176 -0.1 0.0 -0.4 0.0000
C -2.107 0.308 -6.359 0.5 -0.1 1.1 0.0000
C -1.624 -0.384 -5.244 -0.3 -0.6 -0.4 0.0000
C -1.649 0.170 -3.976 0.2 -0.6 0.3 -0.0001
C -2.928 0.171 0.454 -1.3 -0.1 0.2 0.0004
C -4.127 -0.263 1.041 0.5 -0.4 0.0 -0.0001
C -4.084 -1.364 1.897 1.3 0.2 -0.2 0.0004
C -2.857 -2.011 2.103 -0.1 0.7 -0.5 -0.0001
C -1.725 -1.451 1.474 -0.1 -1.5 1.0 0.0003
N -1.760 -0.377 0.735 -0.2 0.7 -0.5 -0.0013
C -0.388 -2.097 1.421 1.1 1.0 -1.2 0.0001
N 0.581 -1.563 0.767 -0.8 -0.6 0.5 0.0000
C 1.615 -2.609 0.607 -0.6 0.5 0.4 0.0002
C 1.159 -3.671 1.646 0.7 0.0 0.2 0.0000
O -0.232 -3.332 1.880 -0.1 -1.0 0.5 0.0000
C 1.637 -3.101 -0.821 0.5 -0.3 0.0 0.0000
C 2.797 -3.656 -1.365 -0.5 0.1 0.3 0.0000
C 2.801 -4.207 -2.642 1.0 -0.1 0.5 0.0000
C 1.659 -4.223 -3.414 -0.4 0.0 -0.3 0.0000
C 0.531 -3.620 -2.881 0.3 0.0 0.5 0.0000
C 0.510 -3.059 -1.609 -0.3 0.0 -0.3 0.0000
H -3.451 3.656 -1.510 -0.1 0.0 -0.3 0.0000
H -4.293 2.748 -2.822 0.0 0.1 -0.4 0.0000
H -1.415 3.004 -2.530 -0.1 -0.3 0.1 0.0000
H -2.744 3.220 -4.776 -0.3 0.5 0.0 0.0000
H -2.734 2.239 -7.049 -0.1 -0.1 0.3 0.0000
H -2.103 -0.159 -7.327 0.1 0.0 -0.3 0.0000
H -1.236 -1.404 -5.316 -0.1 0.3 -0.3 0.0000
H -1.249 -0.401 -3.139 0.0 0.2 -0.1 0.0000
H -5.073 0.178 0.789 -0.1 0.3 -0.1 0.0000
H -4.961 -1.735 2.386 -0.4 -0.1 0.1 0.0000
H -2.807 -2.912 2.697 0.2 0.0 0.0 0.0000
H 2.564 -2.155 0.852 0.4 -0.1 0.1 0.0000
H 1.687 -3.621 2.628 -0.3 0.2 -0.7 0.0000
H 1.259 -4.694 1.267 -0.4 0.2 0.0 0.0000
H 3.688 -3.642 -0.749 0.2 -0.1 -0.2 0.0000
H 3.749 -4.620 -2.976 -0.2 0.0 -0.2 0.0000
H 1.623 -4.686 -4.415 0.1 0.4 0.7 0.0000
H -0.359 -3.591 -3.442 -1.0 0.1 -0.7 0.0000
H -0.374 -2.537 -1.249 0.0 -0.2 -0.1 0.0000
C -0.546 0.609 5.188 -1.3 0.0 0.9 0.0000
C 0.676 0.503 5.813 0.1 0.0 0.1 0.0001
C 1.791 0.277 5.041 0.4 0.5 -0.7 0.0000
C 1.660 0.236 3.656 -0.4 -0.4 -0.4 0.0000
N 0.450 0.301 3.079 0.3 0.1 -0.7 -0.0007
C -0.631 0.480 3.813 0.5 0.1 0.9 0.0002
C 2.845 0.081 2.732 -0.7 0.2 0.9 0.0000
C 4.061 -0.370 3.235 -0.6 0.1 -0.3 0.0000
C 5.114 -0.487 2.370 1.2 -0.3 -0.1 0.0001
C 4.967 -0.120 1.048 -0.7 0.3 -0.1 0.0000
C 3.721 0.328 0.623 -0.2 -0.3 0.8 0.0002
N 2.658 0.407 1.462 1.0 0.0 -0.9 -0.0024
H -1.449 0.783 5.803 0.6 -0.1 -0.6 0.0000
H 0.778 0.645 6.879 -0.1 -0.1 0.1 0.0000
H 2.783 0.293 5.452 0.1 -0.1 0.3 0.0000
H -1.585 0.560 3.320 -0.2 0.0 -0.3 0.0001
H 4.158 -0.627 4.265 0.1 -0.2 0.5 0.0000
H 6.073 -0.866 2.731 -0.2 0.1 -0.1 0.0000
H 5.754 -0.134 0.317 0.3 -0.1 0.0 0.0000
H 3.580 0.576 -0.417 -0.2 0.3 -0.2 0.0001
N -1.477 3.062 1.217 1.3 -0.1 -0.2 -0.0014
C -1.102 3.658 2.514 -0.1 -0.4 -0.2 0.0000
C 0.414 3.486 2.827 -0.7 0.8 1.0 -0.0003
O 0.823 4.020 3.860 -0.2 -0.1 -0.1 -0.0002
O 1.076 2.795 2.020 0.4 -0.5 -0.7 -0.0058
H -1.109 3.597 0.410 0.0 -0.1 0.6 0.0001
H -2.458 3.018 1.084 -1.0 0.0 0.1 0.0001
H -1.668 3.161 3.323 0.2 0.1 -0.4 0.0000
H -1.364 4.704 2.544 0.1 0.5 0.2 0.0000
S 1.226 2.571 -4.632 -0.7 0.0 -0.3 0.0011
As 1.947 2.191 -2.707 0.2 0.2 -0.4 0.0009
S 0.892 3.476 -1.204 0.2 0.3 -0.1 -0.0080
S 1.451 0.170 -1.938 0.0 -0.3 -0.2 -0.0102
S 4.037 2.430 -2.710 0.4 -0.1 0.7 -0.0007

No. 2
87
Properties=species:S:1:pos:R:3:forces:R:3:lowdin_charge:R:1 method="wB97M-V/def2-TZVPD" gap_ev="4.945 / 4.733" total_charge=-1 multiplicity=1 energy_ev=-101984.4940 e_homo_ev="-3.085 / -2.867" e_above_lowest_kcal_mol=18.23
Cd 0.423 -0.661 -0.648 -0.5 -0.2 0.1 1.2377
C -3.292 0.272 -0.957 0.0 -0.2 0.4 -0.0500
C -2.287 1.320 -0.646 0.4 -0.2 -0.2 -0.2966
N -1.138 1.242 -1.228 0.2 -0.4 0.2 -0.0281
N -0.437 2.393 -1.400 -0.2 1.1 0.0 -0.0717
C 0.837 2.452 -1.466 0.0 -0.2 0.0 -1.1479
S 2.032 1.268 -1.087 -0.2 -0.2 0.1 0.4839
S 1.439 3.987 -2.202 0.0 0.2 0.0 0.8183
C 1.359 5.140 -0.778 0.0 -0.4 -0.2 -0.4122
C 2.289 4.707 0.312 0.0 0.1 0.1 -0.3124
C 3.665 4.866 0.168 -0.1 0.0 0.0 -0.0591
C 4.529 4.395 1.141 0.0 0.0 -0.1 -0.0875
C 4.028 3.754 2.266 0.0 -0.1 0.0 -0.0927
C 2.660 3.606 2.423 0.0 0.0 0.1 -0.0716
C 1.795 4.086 1.451 0.0 0.2 0.0 -0.0424
C -2.666 2.421 0.265 0.2 0.4 0.1 -0.0732
C -3.889 3.076 0.149 0.1 -0.1 -0.1 -0.0087
C -4.225 4.125 0.985 -0.1 0.1 0.0 -0.0795
C -3.337 4.549 1.958 0.0 -0.1 0.1 -0.0683
C -2.142 3.873 2.144 0.0 0.1 0.0 -0.0039
C -1.818 2.819 1.312 -0.4 -0.2 -0.3 -0.1778
O -0.620 2.142 1.465 -0.3 0.1 -0.3 0.0506
H -4.074 0.706 -1.589 0.1 0.0 -0.1 0.0862
H -2.816 -0.552 -1.485 -0.1 0.0 0.0 0.0592
H -3.764 -0.088 -0.042 -0.1 -0.1 0.0 0.0461
H 1.654 6.094 -1.215 -0.1 0.1 0.1 0.0722
H 0.322 5.189 -0.448 0.0 0.1 0.0 0.0763
H 4.043 5.347 -0.726 0.1 0.0 0.0 0.1109
H 5.599 4.518 1.023 0.0 0.0 0.0 0.0983
H 4.706 3.360 3.012 0.0 0.0 0.0 0.0974
H 2.263 3.108 3.300 0.0 0.0 0.0 0.1024
H 0.726 3.974 1.563 0.0 0.0 0.0 0.0934
H -4.569 2.771 -0.636 0.0 0.0 0.0 0.1141
H -5.186 4.611 0.878 0.0 0.1 -0.1 0.1016
H -3.571 5.400 2.583 -0.1 0.0 0.1 0.1037
H -1.469 4.150 2.944 0.0 0.0 0.0 0.1240
O 2.598 -7.406 -2.758 0.0 0.0 0.0 -0.0598
N 3.307 -6.850 -1.884 0.1 -0.1 0.1 -0.3911
O 4.316 -7.425 -1.413 0.0 0.0 0.0 -0.0510
C 2.988 -5.581 -1.405 0.4 0.1 0.3 -0.1239
C 3.841 -5.034 -0.436 0.0 -0.3 -0.2 0.0192
C 3.621 -3.773 0.108 -0.2 0.3 0.0 -0.1574
C 4.499 -3.185 1.060 -0.1 0.0 -0.1 -0.0149
C 4.240 -1.931 1.531 0.0 0.0 0.0 -0.0594
C 3.108 -1.241 1.071 0.0 0.0 0.2 -0.1714
N 2.263 -1.777 0.208 0.0 -0.1 0.1 -0.0138
C 2.489 -3.005 -0.279 0.4 -0.1 0.2 -0.1695
C 1.582 -3.552 -1.269 0.0 -0.2 -0.1 -0.1514
N 0.515 -2.806 -1.613 0.0 0.2 -0.1 0.0120
C -0.312 -3.238 -2.557 -0.1 0.1 0.1 -0.1661
C -0.100 -4.426 -3.230 0.1 -0.1 0.0 -0.0501
C 0.979 -5.218 -2.892 -0.2 0.2 0.0 0.0114
C 1.850 -4.817 -1.864 -0.2 0.1 -0.1 -0.0494
H 4.698 -5.610 -0.124 0.0 0.0 0.0 0.1075
H 5.369 -3.747 1.376 0.0 0.0 0.0 0.1137
H 4.891 -1.455 2.253 0.0 0.0 0.0 0.1007
H 2.889 -0.244 1.421 -0.1 0.1 0.0 0.0740
H -1.153 -2.604 -2.796 0.0 0.0 0.0 0.0694
H -0.775 -4.724 -4.020 0.0 0.0 0.0 0.1024
H 1.171 -6.145 -3.404 0.0 0.0 0.1 0.0929
S -1.563 -1.427 1.590 1.2 0.6 -0.1 0.5296
C -3.115 -2.140 1.594 -1.1 -0.2 -0.1 -0.8814
N -3.153 -3.530 1.626 0.1 0.2 -0.1 0.0021
C -4.359 -4.226 1.662 -0.2 -0.3 0.0 -0.1420
C -5.520 -3.507 1.683 0.2 0.4 0.0 -0.1358
C -5.428 -2.112 1.664 -0.6 -0.3 0.0 -0.1926
N -4.226 -1.453 1.625 0.8 0.1 0.0 -0.0127
H -2.273 -4.009 1.570 0.0 0.0 0.0 0.0985
H -4.303 -5.303 1.676 0.0 0.0 0.0 0.0921
H -6.479 -4.002 1.708 0.0 -0.1 0.0 0.0854
H -6.308 -1.481 1.678 0.0 -0.1 0.0 0.0720
N 1.555 1.385 -4.499 0.8 -0.1 -0.2 0.1263
N 0.302 0.883 -4.290 -0.7 -0.2 0.2 -0.2881
N -0.761 1.388 -4.862 0.1 0.2 -0.1 0.1258
C -1.698 0.528 -4.474 0.2 0.0 0.0 -0.2226
N -1.202 -0.446 -3.716 -0.2 -0.1 0.0 -0.0032
N 0.085 -0.203 -3.595 0.1 0.1 -0.3 0.0291
H 1.502 2.376 -4.693 -0.3 0.1 0.1 0.0733
H 2.125 1.205 -3.672 -0.2 0.0 0.1 0.0239
H -2.732 0.619 -4.754 0.0 0.0 0.0 0.0986
C -0.925 0.883 4.748 0.1 -0.2 0.0 -0.0193
O -1.142 1.704 3.595 -0.1 0.1 -0.2 -0.0160
C -0.330 1.453 2.574 0.6 -0.6 0.4 -0.6552
O 0.636 0.739 2.606 -0.1 0.2 -0.1 0.0713
H -1.442 1.376 5.566 0.0 0.0 0.0 0.0929
H 0.140 0.787 4.950 0.0 0.1 0.0 0.0931
H -1.333 -0.112 4.569 0.0 0.0 -0.1 0.0875